[1]
One molecule with the formula C4H5NO, computed with ωB97M-V/def2-TZVPD.

Structure (XYZ):
```
11
Properties=species:S:1:pos:R:3:lowdin_charge:R:1
N -1.10923 -0.08630 2.38231 0.151
C -0.87094 0.57179 1.21952 -0.573
H 1.06020 0.93206 -2.47104 0.089
C 0.81375 -0.06525 -0.67937 -0.065
O -1.55871 1.50505 0.84672 0.058
H -0.52884 -0.83986 2.70649 0.101
H 2.38001 -0.22056 -2.15531 0.077
H -1.92172 0.18490 2.91549 0.111
C 0.22019 0.09255 0.36094 0.058
H 0.76692 -0.80502 -2.63601 0.083
C 1.30571 -0.05100 -2.05396 -0.091
```

Summary:
LUMO = 0.9 eV
max |F| = 0.7 eV/A
SMILES = CC#CC(N)=O



[2]
One molecule with the formula C4H5NO at a distorted geometry, computed with ωB97M-V/def2-TZVPD.

Structure (XYZ):
```
11
Properties=species:S:1:pos:R:3:lowdin_charge:R:1
C -0.14148 0.81439 0.18021 -0.452
H 1.60312 0.27406 1.15969 0.089
C 1.33167 0.41382 0.11699 -0.009
C -1.11380 -0.36219 0.32843 -0.098
C -0.83016 -1.13412 -0.87091 -0.240
H 1.56440 -0.51626 -0.40371 0.078
H 1.95668 1.20125 -0.29809 0.088
O -0.56686 1.93145 0.07864 0.109
N -0.65903 -1.72703 -1.85984 0.163
H -2.14855 -0.00476 0.26814 0.130
H -0.99599 -0.89060 1.30044 0.142
```

Summary:
LUMO = 0.6 eV
max |F| = 2.8 eV/A
SMILES = CC(=O)CC#N



[3]
One molecule with the formula C4H5NO, computed with ωB97M-V/def2-TZVPD.

Structure (XYZ):
```
11
Properties=species:S:1:pos:R:3:lowdin_charge:R:1
H 2.32655 1.15235 0.28539 0.075
H -3.36410 -0.44036 -0.82818 0.022
H 1.32780 0.80553 -1.14282 0.081
C -0.39154 -0.88365 0.07992 -0.416
H 0.55060 0.08595 1.77370 0.122
C -2.43956 -0.03978 -0.35252 0.133
C 1.29914 1.04523 -0.07557 -0.070
H 0.78826 2.00648 0.04628 0.078
C 0.56639 -0.02568 0.68876 -0.237
N 0.67247 -1.51408 0.19637 0.247
O -1.63757 -1.09582 -0.43456 -0.036
```

Summary:
LUMO = -0.2 eV
max |F| = 0.7 eV/A



| no. | E_tot (hartree) |
| --- | --- |
| 1 | -285.36395 |
| 2 | -285.39156 |
| 3 | -285.22102 |